{
  "formula": "C34H30N6OPRe",
  "method": "the ωB97M-V functional and the def2-TZVPD basis",
  "elements": ["Re", "N", "C", "N", "C", "N", "N", "C", "C", "C", "C", "C", "C", "N", "C", "C", "C", "C", "C", "C", "H", "H", "H", "H", "H", "H", "H", "H", "H", "H", "H", "N", "C", "C", "C", "C", "C", "C", "P", "C", "C", "C", "C", "C", "C", "C", "C", "C", "C", "C", "C", "H", "H", "H", "H", "H", "H", "H", "H", "H", "H", "H", "H", "H", "H", "H", "H", "C", "C", "O", "H", "H", "H"],
  "positions_angstrom": [[0.1609, 0.7516, 0.1158], [-4.0758, 1.8909, 0.7677], [-2.9398, 1.2386, 0.7106], [-1.7806, 1.7924, 0.3758], [-1.7573, 3.1778, 0.1601], [-0.6328, 3.7785, 0.0035], [0.4079, 2.8784, 0.0431], [1.5830, 3.3726, 0.1112], [2.6706, 2.4200, 0.0041], [3.9848, 2.8062, -0.0289], [4.9660, 1.8565, -0.3162], [4.5664, 0.5680, -0.5942], [3.2236, 0.2343, -0.5066], [2.2666, 1.1221, -0.1727], [-3.0014, 3.9275, 0.1535], [-3.0520, 5.2959, -0.1356], [-4.2680, 5.9433, -0.1425], [-5.4454, 5.2406, 0.1332], [-5.4112, 3.8948, 0.4405], [-4.1814, 3.2562, 0.4505], [-4.9053, 1.3973, 1.0721], [-2.9541, 0.1918, 0.9805], [1.7367, 4.4450, 0.1566], [4.2390, 3.8428, 0.1489], [6.0113, 2.1356, -0.3462], [5.2780, -0.1968, -0.8734], [2.9226, -0.7744, -0.7204], [-2.1350, 5.8238, -0.3572], [-4.3156, 6.9998, -0.3671], [-6.3962, 5.7557, 0.1086], [-6.3220, 3.3533, 0.6656], [-1.5410, -0.4738, -1.0002], [-1.9200, -1.7212, -0.3319], [-3.2234, -2.1301, -0.1843], [-3.4704, -3.3026, 0.5376], [-2.4295, -4.0110, 1.1148], [-1.1118, -3.5764, 0.9620], [-0.8715, -2.4450, 0.2068], [0.6901, -1.6572, -0.1571], [1.9957, -2.4699, 0.7733], [2.6298, -1.7821, 1.8112], [3.6469, -2.3859, 2.5332], [4.0404, -3.6806, 2.2195], [3.4074, -4.3757, 1.1967], [2.3905, -3.7758, 0.4704], [0.9149, -1.9482, -1.9383], [1.2075, -0.8884, -2.8053], [1.3634, -1.1094, -4.1667], [1.2216, -2.3935, -4.6751], [0.8872, -3.4456, -3.8313], [0.7256, -3.2267, -2.4724], [-2.3571, 0.0804, -1.2357], [-1.0555, -0.6911, -1.8774], [-4.0441, -1.5771, -0.6305], [-4.4882, -3.6509, 0.6518], [-2.6376, -4.8978, 1.6974], [-0.2960, -4.1148, 1.4276], [2.3265, -0.7713, 2.0593], [4.1372, -1.8493, 3.3348], [4.8447, -4.1486, 2.7719], [3.7059, -5.3891, 0.9634], [1.9165, -4.3313, -0.3266], [1.3053, 0.1272, -2.4308], [1.5929, -0.2847, -4.8285], [1.3554, -2.5721, -5.7339], [0.7431, -4.4392, -4.2348], [0.4262, -4.0511, -1.8371], [0.5888, 1.0786, 3.1981], [-0.1890, 0.4544, 2.0798], [-1.1595, -0.2505, 2.1606], [-0.1026, 1.6525, 3.8198], [1.3906, 1.7211, 2.8420], [0.9997, 0.2837, 3.8254]],
  "forces_ev_per_a": [[-3.0, -0.1, -0.9], [-0.1, 0.2, -0.1], [0.2, 0.0, 0.2], [0.0, 0.2, -0.2], [-0.4, 0.1, 0.2], [0.3, -0.2, 0.0], [0.2, 0.0, 0.3], [0.3, 0.1, -0.1], [-0.2, -0.1, 0.1], [0.2, 0.0, 0.0], [0.0, 0.1, 0.0], [0.0, -0.1, 0.0], [-0.1, 0.2, 0.1], [0.4, -0.1, 0.0], [0.2, 0.0, 0.0], [0.0, 0.0, 0.0], [0.0, 0.0, 0.0], [0.0, 0.0, 0.0], [-0.1, 0.0, 0.0], [-0.1, -0.2, 0.1], [0.0, 0.0, 0.0], [0.0, 0.0, 0.0], [0.0, 0.0, 0.0], [0.0, 0.0, 0.0], [0.0, 0.0, 0.0], [0.0, 0.0, 0.0], [0.1, 0.0, 0.0], [0.0, 0.0, 0.0], [0.0, 0.0, 0.0], [0.0, 0.0, 0.0], [0.0, 0.0, 0.0], [1.1, 0.0, 0.2], [-0.2, 0.1, -0.1], [-0.1, -0.1, -0.1], [0.0, 0.1, 0.0], [0.1, 0.1, 0.0], [-0.1, -0.2, -0.1], [0.0, 0.2, 0.2], [0.8, -0.3, 0.1], [0.1, 0.1, 0.1], [-0.1, 0.0, 0.1], [0.0, 0.0, 0.0], [0.0, 0.0, 0.0], [0.0, 0.0, 0.0], [0.0, 0.0, 0.0], [0.0, -0.1, -0.1], [0.0, 0.0, 0.0], [0.0, 0.0, 0.0], [0.0, 0.0, 0.0], [0.0, 0.0, 0.0], [0.0, 0.0, 0.0], [0.0, 0.1, -0.1], [-0.3, -0.1, -0.2], [0.0, 0.0, 0.0], [0.0, 0.0, 0.0], [0.0, 0.0, 0.0], [0.0, 0.0, 0.0], [0.0, 0.0, 0.0], [0.0, 0.0, 0.0], [0.0, 0.0, 0.0], [0.0, 0.0, 0.0], [0.0, 0.0, 0.0], [0.1, 0.0, 0.0], [0.0, 0.0, 0.0], [0.0, 0.0, 0.0], [0.0, 0.0, 0.0], [0.0, 0.0, 0.0], [-0.1, -0.1, 0.1], [0.8, 0.2, 0.0], [0.0, -0.1, 0.2], [0.0, 0.0, 0.0], [0.0, 0.0, 0.0], [0.0, 0.0, 0.0]],
  "lowdin_spin": [0.844, 0.000, 0.000, -0.003, -0.002, 0.001, -0.001, 0.020, 0.007, 0.005, 0.021, -0.001, 0.023, 0.003, -0.001, 0.000, 0.000, -0.001, 0.000, -0.001, 0.000, 0.000, 0.000, 0.000, 0.001, 0.000, 0.001, 0.000, 0.000, 0.000, 0.000, -0.007, 0.006, -0.001, 0.002, 0.000, 0.000, 0.005, -0.004, -0.002, 0.000, 0.000, 0.000, 0.000, -0.001, -0.002, 0.000, 0.000, 0.000, 0.000, -0.001, 0.000, 0.000, 0.000, 0.000, 0.000, 0.000, 0.000, 0.000, 0.000, 0.000, 0.000, 0.000, 0.000, 0.000, 0.000, 0.000, 0.004, 0.004, 0.080, 0.000, 0.002, 0.000],
  "charge": 3,
  "multiplicity": 2,
  "e_homo_ev": [-16.61, -16.57],
  "orbital_gap_ev": [6.5, 6.3]
}

{
  "formula": "C34H31AsClN6O6PtS",
  "method": "the ωB97M-V functional and the def2-TZVPD basis",
  "elements": ["Pt", "O", "C", "O", "C", "C", "Cl", "N", "N", "C", "C", "O", "O", "C", "C", "C", "C", "C", "C", "H", "H", "H", "H", "H", "H", "N", "C", "N", "O", "H", "H", "H", "H", "C", "N", "C", "C", "N", "C", "S", "H", "H", "H", "H", "H", "H", "O", "As", "C", "C", "C", "C", "C", "C", "C", "C", "C", "C", "C", "C", "C", "C", "C", "C", "C", "C", "H", "H", "H", "H", "H", "H", "H", "H", "H", "H", "H", "H", "H", "H", "H"],
  "positions_angstrom": [[0.0922, -0.2027, 0.0231], [-2.7276, 4.3265, 2.7091], [-3.5688, 3.3940, 2.3482], [-4.7630, 3.5444, 2.4201], [-2.9998, 2.1039, 1.7885], [-3.7955, 1.0480, 1.3851], [-5.4852, 1.0126, 1.4321], [-3.0176, 0.0466, 0.9012], [-1.7170, 0.4476, 0.9630], [-1.6792, 1.6716, 1.5069], [-0.3262, 2.3767, 1.6708], [-0.3020, 3.5174, 2.1742], [0.6556, 1.7548, 1.2405], [-3.3898, -1.2715, 0.3851], [-2.4379, -2.0299, -0.2629], [-2.7532, -3.2723, -0.7841], [-4.0395, -3.7764, -0.6707], [-4.9899, -3.0301, 0.0044], [-4.6730, -1.7902, 0.5408], [-1.7539, 4.0659, 2.5621], [-1.4396, -1.6575, -0.3592], [-1.9810, -3.8457, -1.2854], [-4.2933, -4.7404, -1.0952], [-5.9976, -3.4105, 0.1220], [-5.4309, -1.2516, 1.0748], [2.2753, -2.0057, 1.8884], [1.1384, -1.7037, 2.5472], [1.1284, -1.8392, 3.8864], [0.0990, -1.3464, 1.9445], [3.1461, -2.1287, 2.3708], [2.2906, -1.7560, 0.9096], [1.9136, -2.2025, 4.3930], [0.2716, -1.6652, 4.3787], [1.6598, 3.0294, -1.4057], [0.2312, 3.3239, -1.3103], [-0.3353, 4.5269, -0.9292], [-1.6712, 4.3555, -0.9145], [-1.8913, 3.0425, -1.2775], [-0.7321, 2.4107, -1.5103], [-0.5402, 0.7791, -2.0531], [2.2217, 3.9072, -1.0974], [1.9214, 2.7507, -2.4230], [1.8908, 2.2043, -0.7403], [0.2554, 5.4033, -0.7127], [-2.4678, 5.0323, -0.6453], [-2.7915, 2.6054, -1.3942], [1.8234, -0.9473, -0.8608], [3.4015, -0.6564, -1.3363], [3.4903, 0.6546, -2.7119], [4.3612, 1.7329, -2.6069], [4.4150, 2.6632, -3.6356], [3.6007, 2.5120, -4.7525], [2.7297, 1.4311, -4.8502], [2.6696, 0.4985, -3.8276], [4.4176, -0.0473, 0.1581], [5.7815, -0.3123, 0.2461], [6.4973, 0.1627, 1.3352], [5.8479, 0.8828, 2.3328], [4.4851, 1.1471, 2.2388], [3.7641, 0.6896, 1.1448], [4.0061, -2.3598, -1.9440], [3.8736, -3.4150, -1.0413], [4.0231, -4.7188, -1.4842], [4.3093, -4.9643, -2.8241], [4.4751, -3.9102, -3.7106], [4.3170, -2.6017, -3.2756], [4.9927, 1.8467, -1.7344], [5.1027, 3.4971, -3.5713], [3.6471, 3.2401, -5.5537], [2.1095, 1.3087, -5.7293], [1.9856, -0.3374, -3.8831], [6.2774, -0.8835, -0.5304], [7.5608, -0.0262, 1.4081], [6.4074, 1.2381, 3.1900], [3.9795, 1.7038, 3.0187], [2.7018, 0.9007, 1.0681], [3.6405, -3.2189, -0.0042], [3.8947, -5.5421, -0.7930], [4.3947, -5.9853, -3.1782], [4.7075, -4.1061, -4.7498], [4.4394, -1.7799, -3.9701]],
  "forces_ev_per_a": [[-1.1, -0.5, -0.5], [0.9, 0.1, 0.0], [-0.2, -0.3, -0.2], [0.1, 0.0, 0.0], [0.4, 0.2, 0.2], [0.0, 0.0, 0.0], [-0.1, 0.0, 0.0], [0.2, -0.4, -0.3], [0.7, 0.7, -0.3], [-0.5, -0.3, 0.0], [-0.2, 0.5, 0.2], [-0.7, -0.2, 0.0], [0.7, 0.2, 0.4], [-0.2, 0.2, 0.2], [-0.1, -0.2, -0.1], [-0.1, -0.1, 0.0], [0.1, 0.0, 0.0], [0.0, 0.0, 0.0], [0.0, 0.0, 0.1], [-0.3, 0.0, 0.0], [0.3, -0.1, -0.2], [-0.1, 0.1, 0.0], [0.0, 0.1, 0.0], [0.1, 0.0, 0.0], [0.0, -0.1, 0.0], [-0.2, 0.0, 0.1], [-0.1, -0.1, -0.1], [0.0, 0.0, -0.1], [0.6, 0.3, -0.3], [0.1, 0.1, 0.1], [-0.1, 0.0, -0.1], [0.0, 0.0, 0.0], [-0.1, 0.0, 0.0], [-0.2, 0.1, -0.1], [0.2, 0.0, 0.1], [0.3, 0.0, -0.1], [-0.2, -0.1, 0.0], [-0.2, 0.2, -0.1], [0.2, 0.3, -0.2], [0.3, -0.3, 0.9], [-0.1, 0.0, 0.0], [-0.2, 0.1, 0.0], [-0.1, 0.0, 0.1], [0.0, -0.2, 0.1], [0.1, -0.1, -0.1], [0.0, -0.1, 0.0], [-0.5, -0.3, 0.4], [0.2, 0.4, 0.0], [0.0, -0.1, -0.2], [0.1, -0.1, -0.1], [0.0, 0.0, -0.1], [0.0, 0.0, 0.0], [0.0, 0.0, 0.0], [0.1, 0.0, 0.1], [0.1, 0.1, 0.1], [0.0, 0.0, 0.0], [0.0, 0.0, 0.1], [-0.1, 0.0, 0.0], [0.1, 0.0, 0.0], [0.0, 0.0, -0.1], [-0.2, 0.0, 0.1], [0.1, 0.0, -0.2], [0.0, 0.0, 0.0], [0.0, 0.0, 0.1], [0.0, 0.0, 0.0], [0.1, 0.1, 0.0], [0.0, 0.0, 0.0], [-0.1, 0.0, 0.0], [0.0, 0.0, 0.0], [0.0, 0.0, 0.1], [-0.1, 0.0, 0.0], [0.0, 0.0, 0.0], [0.0, 0.0, 0.0], [0.0, 0.0, -0.1], [0.0, 0.0, -0.1], [0.0, 0.0, 0.1], [-0.1, -0.1, 0.0], [0.0, 0.0, 0.0], [0.0, 0.1, 0.0], [0.0, 0.0, 0.0], [-0.1, 0.0, 0.0]],
  "lowdin_charge": [0.913, 0.126, -0.523, 0.059, -0.052, -0.554, 0.894, 0.001, -0.014, -0.106, -0.597, 0.029, -0.107, -0.146, -0.055, -0.059, -0.073, -0.065, -0.048, 0.073, 0.008, 0.112, 0.110, 0.113, 0.035, 0.189, -0.601, 0.198, -0.086, 0.117, 0.030, 0.114, 0.123, 0.005, -0.075, -0.013, -0.030, 0.102, -0.702, 0.683, 0.114, 0.071, 0.057, 0.142, 0.139, 0.166, -0.629, 1.247, -0.328, -0.097, -0.067, -0.058, -0.059, -0.119, -0.327, -0.090, -0.066, -0.058, -0.050, -0.098, -0.292, -0.086, -0.056, -0.056, -0.061, -0.081, 0.109, 0.115, 0.114, 0.116, 0.108, 0.112, 0.112, 0.113, 0.118, 0.068, 0.088, 0.114, 0.115, 0.114, 0.104],
  "charge": 1,
  "e_homo_ev": -10.21,
  "orbital_gap_ev": 7.3
}

{
  "formula": "C34H31BrGeNO2ReSSi",
  "method": "the ωB97M-V functional and the def2-TZVPD basis",
  "elements": ["Re", "C", "Si", "C", "C", "C", "C", "C", "C", "N", "C", "S", "H", "H", "H", "H", "H", "H", "H", "H", "H", "H", "H", "H", "Br", "C", "C", "C", "C", "C", "C", "C", "O", "O", "H", "H", "H", "H", "C", "Ge", "C", "C", "C", "C", "C", "C", "C", "C", "C", "C", "C", "C", "C", "C", "C", "C", "C", "C", "H", "H", "H", "H", "H", "H", "H", "H", "H", "H", "H", "H", "H", "H", "H"],
  "positions_angstrom": [[0.8961, -0.2739, -0.4609], [-3.1677, -3.9649, -0.7027], [-2.7493, -4.1824, 1.0984], [-4.0772, -3.4733, 2.2015], [-2.3720, -5.9604, 1.4961], [-1.1631, -3.1945, 1.5447], [-0.5010, -3.4707, 2.7557], [0.6493, -2.8031, 3.1491], [1.1579, -1.8129, 2.3284], [0.5276, -1.5046, 1.1950], [-0.5777, -2.1897, 0.8114], [-0.9386, -1.4743, -0.8100], [-4.0176, -4.6133, -0.9311], [-2.3512, -4.2614, -1.3636], [-3.4670, -2.9462, -0.9534], [-5.0005, -4.0485, 2.1065], [-4.2999, -2.4373, 1.9337], [-3.7837, -3.4990, 3.2536], [-3.2203, -6.5840, 1.2057], [-2.2006, -6.1312, 2.5602], [-1.4985, -6.3180, 0.9477], [-0.8959, -4.2435, 3.4058], [1.1511, -3.0487, 4.0738], [2.0577, -1.2576, 2.5588], [5.5670, 1.5953, -6.0416], [5.3634, 0.4199, -4.5841], [6.3936, -0.4524, -4.2486], [6.2555, -1.3180, -3.1713], [5.0961, -1.3103, -2.4172], [4.0668, -0.4379, -2.7705], [4.1898, 0.4279, -3.8591], [2.8454, -0.4062, -1.9944], [2.7574, -0.9601, -0.8166], [1.7754, 0.1706, -2.3620], [7.3033, -0.4525, -4.8336], [7.0609, -1.9957, -2.9255], [4.9777, -1.9708, -1.5696], [3.3756, 1.0863, -4.1280], [0.4242, 1.3876, 0.1326], [-1.3582, 2.0693, 0.1555], [-2.5355, 1.3319, 1.4290], [-3.9158, 1.5341, 1.3163], [-4.7632, 0.9796, 2.2608], [-4.2384, 0.2343, 3.3095], [-2.8667, 0.0295, 3.4235], [-2.0115, 0.5740, 2.4831], [-1.7460, 3.3632, -1.1521], [-0.9498, 3.3780, -2.3047], [-1.2013, 4.3120, -3.2935], [-2.2251, 5.2371, -3.1254], [-3.0098, 5.2322, -1.9766], [-2.7818, 4.2913, -0.9896], [1.7434, 2.0017, 0.4786], [2.2011, 1.9463, 1.8022], [3.4192, 2.5098, 2.1337], [4.1894, 3.1244, 1.1517], [3.7410, 3.1825, -0.1606], [2.5196, 2.6247, -0.5038], [-4.3278, 2.1009, 0.4911], [-5.8315, 1.1268, 2.1809], [-4.9054, -0.1916, 4.0477], [-2.4715, -0.5493, 4.2479], [-0.9423, 0.4207, 2.5667], [-0.1547, 2.6528, -2.4349], [-0.6020, 4.3234, -4.1935], [-2.4137, 5.9716, -3.8969], [-3.7979, 5.9622, -1.8544], [-3.3899, 4.2970, -0.0938], [1.5907, 1.4721, 2.5622], [3.7717, 2.4731, 3.1555], [5.1426, 3.5630, 1.4143], [4.3430, 3.6641, -0.9191], [2.1674, 2.6670, -1.5262]],
  "forces_ev_per_a": [[0.4, 0.3, 0.1], [0.0, 0.0, 0.0], [0.0, 0.0, 0.0], [0.0, 0.0, 0.0], [0.0, 0.0, 0.0], [0.0, -0.1, 0.0], [0.0, 0.0, 0.0], [0.0, 0.0, 0.0], [0.0, 0.1, 0.0], [0.0, -0.2, -0.2], [0.0, 0.1, 0.0], [-0.2, -0.1, -0.1], [0.0, 0.0, 0.0], [0.0, 0.0, 0.0], [0.0, 0.0, 0.0], [0.0, 0.0, 0.0], [0.0, 0.0, 0.0], [0.0, 0.0, 0.0], [0.0, 0.0, 0.0], [0.0, 0.0, 0.0], [0.0, 0.0, 0.0], [0.0, 0.0, 0.0], [0.0, 0.0, 0.0], [0.0, 0.0, 0.0], [0.0, 0.0, 0.0], [0.0, 0.0, 0.0], [0.0, 0.0, 0.0], [0.0, 0.0, 0.0], [0.0, 0.0, 0.0], [0.0, 0.0, 0.0], [-0.1, -0.1, 0.0], [0.0, 0.0, -0.2], [0.1, 0.1, 0.1], [-0.1, -0.1, 0.1], [0.0, 0.0, 0.0], [0.0, 0.0, 0.0], [0.0, 0.0, 0.0], [0.0, 0.0, 0.0], [-0.1, 0.1, 0.3], [0.0, -0.1, -0.1], [0.1, 0.1, -0.1], [0.0, 0.0, 0.0], [0.0, 0.0, 0.0], [0.0, 0.0, 0.0], [0.0, 0.0, 0.0], [0.0, 0.0, 0.0], [0.0, -0.1, 0.0], [0.0, 0.1, 0.0], [0.0, 0.0, 0.0], [0.0, 0.0, 0.0], [0.0, 0.0, 0.0], [0.0, 0.0, 0.0], [0.0, -0.1, 0.0], [0.0, 0.0, 0.0], [0.0, 0.0, 0.0], [0.0, 0.0, 0.0], [0.0, 0.0, 0.0], [0.0, 0.0, 0.0], [0.0, 0.0, 0.0], [0.0, 0.0, 0.0], [0.0, 0.0, 0.0], [0.0, 0.0, 0.0], [0.0, 0.0, 0.0], [0.0, 0.0, 0.0], [0.0, 0.0, 0.0], [0.0, 0.0, 0.0], [0.0, 0.0, 0.0], [0.0, 0.0, 0.0], [0.0, 0.0, 0.0], [0.0, 0.0, 0.0], [0.0, 0.0, 0.0], [0.0, 0.0, 0.0], [0.0, 0.0, 0.0]],
  "lowdin_charge": [1.295, -0.192, 0.527, -0.159, -0.162, -0.195, -0.024, -0.012, -0.077, -0.156, -0.603, 0.742, 0.049, 0.038, 0.015, 0.047, 0.022, 0.039, 0.048, 0.037, 0.047, 0.119, 0.125, 0.130, 0.805, -0.669, -0.078, -0.034, 0.008, -0.144, -0.048, -0.517, -0.111, -0.089, 0.116, 0.122, 0.126, 0.118, -0.451, 1.254, -0.322, -0.084, -0.043, -0.040, -0.055, -0.108, -0.316, -0.096, -0.044, -0.025, -0.043, -0.092, -0.347, -0.045, -0.043, -0.034, -0.036, -0.042, 0.105, 0.123, 0.125, 0.119, 0.086, 0.091, 0.120, 0.124, 0.122, 0.105, 0.110, 0.119, 0.122, 0.121, 0.111],
  "charge": 2,
  "e_homo_ev": -13.50,
  "orbital_gap_ev": 6.2
}

Computed values of molar mass (unit: g mol⁻¹) for the preceding records, in sequence: 755.8, 957.2, 884.5.
Computed values of energy above the lowest of the compared OMol25 structures with the same formula, charge and spin (unit: kcal/mol) for the preceding records, in sequence: 43.1, 0.0, 0.0.